Record 1
The following is a DFT calculation (wB97M-V/def2-TZVPD) of a molecular structure, C29H28Cl2N2O5RuTe in a non-equilibrium geometry.

Properties
LUMO level (alpha / beta): 1.40 / 2.40 eV
Kohn-Sham gap (alpha / beta): 5.77 / 6.83 eV
ΔE to the lowest compared entry with this formula, charge and spin: 359.8 kJ/mol
molar mass: 784.128 g/mol
DFT total energy: -2890.92700 a.u.

Structure (ORCA input):
```
! wB97M-V def2-TZVPD RIJCOSX def2/J DEFGRID3
* xyz -1 2
Ru -0.582 -2.105 -0.999
C 1.089 -6.030 -1.603
C 1.095 -4.526 -1.779
O -0.034 -3.955 -1.974
C 2.280 -3.848 -1.742
C 2.369 -2.435 -1.780
C 3.729 -1.803 -1.671
N 1.342 -1.633 -1.854
N 1.683 -0.288 -1.913
C 0.746 0.468 -1.492
O -0.432 0.086 -1.090
C 1.022 1.945 -1.526
C -0.015 2.845 -1.311
C 0.211 4.220 -1.346
C 1.485 4.707 -1.598
C 2.531 3.811 -1.804
C 2.304 2.443 -1.763
H 0.061 -6.389 -1.614
H 1.553 -6.290 -0.649
H 1.655 -6.520 -2.400
H 3.196 -4.413 -1.626
H 4.502 -2.571 -1.676
H 3.776 -1.232 -0.740
H 3.895 -1.103 -2.489
H -1.005 2.458 -1.115
H -0.612 4.907 -1.176
H 1.667 5.777 -1.622
H 3.533 4.182 -1.981
H 3.109 1.735 -1.919
C -3.346 -0.516 -0.075
Te -2.937 -0.911 -2.137
C -3.344 1.238 -2.155
C -4.460 1.391 -1.154
C -5.485 2.326 -1.260
C -6.492 2.381 -0.299
C -6.479 1.494 0.772
C -5.459 0.551 0.878
C -4.455 0.495 -0.080
H -2.412 -0.099 0.307
H -3.566 -1.437 0.451
H -3.606 1.629 -3.140
H -2.428 1.719 -1.812
H -5.498 3.015 -2.100
H -7.290 3.109 -0.392
H -7.265 1.528 1.516
H -5.451 -0.153 1.707
Cl -2.673 -3.478 -1.165
C 0.072 0.897 2.883
C 1.585 0.860 2.813
C 2.270 2.049 2.546
C 3.653 2.111 2.546
Cl 4.461 3.649 2.323
C 4.400 0.968 2.767
C 3.733 -0.218 3.007
C 2.347 -0.283 3.050
O 1.883 -1.492 3.469
C 0.624 -2.040 3.106
C 0.262 -2.031 1.638
O 1.123 -1.765 0.775
O -0.936 -2.325 1.382
H -0.274 1.925 2.769
H -0.293 0.525 3.844
H -0.393 0.304 2.090
H 1.701 2.953 2.359
H 5.484 1.009 2.764
H 4.284 -1.135 3.190
H -0.190 -1.600 3.673
H 0.700 -3.085 3.397
*
```

***

Record 2
The following is a DFT calculation (wB97M-V/def2-TZVPD) of 2 unconnected molecules or ions with the total composition C2H4OS in a non-equilibrium geometry.

Properties
LUMO level: 0.73 eV
Kohn-Sham gap: 10.11 eV
ΔE to the lowest compared entry with this formula, charge and spin: 135.5 kJ/mol
structure (SMILES): C=C=O.S
molar mass: 76.120 g/mol
DFT total energy: -551.97707 a.u.

Structure (ORCA input):
```
! wB97M-V def2-TZVPD RIJCOSX def2/J DEFGRID3
* xyz 0 1
C 1.507 0.021 0.386
C 1.444 -0.353 1.592
O 1.452 0.236 -0.743
S -1.864 0.098 -1.716
H -2.511 0.559 -2.745
H 2.252 -0.258 2.266
H 0.470 -0.780 1.751
H -2.751 0.477 -0.792
*
```

***

Record 3
The following is a DFT calculation (wB97M-V/def2-TZVPD) of 2 unconnected molecules or ions with the total composition C4H10O3 in a non-equilibrium geometry.

Properties
LUMO level: 0.68 eV
Kohn-Sham gap: 10.07 eV
ΔE to the lowest compared entry with this formula, charge and spin: 260.9 kJ/mol
structure (SMILES): C=COCCO.O
molar mass: 106.121 g/mol
DFT total energy: -384.05025 a.u.

Structure (ORCA input):
```
! wB97M-V def2-TZVPD RIJCOSX def2/J DEFGRID3
* xyz 0 1
C 2.135 0.191 -0.324
C 0.900 -0.557 0.306
C -0.749 1.014 0.016
C -1.994 1.351 -0.134
H -2.448 -1.672 0.541
H -2.514 -1.250 -0.862
H 3.523 -0.806 0.699
H 2.391 1.155 0.144
H 1.974 0.430 -1.428
H 1.042 -1.620 0.031
H 0.948 -0.325 1.367
H 0.083 1.724 0.211
H -2.373 2.329 0.121
H -2.764 0.636 -0.147
O -3.036 -1.599 -0.172
O 3.302 -0.666 -0.228
O -0.419 -0.336 -0.142
*
```

***

Record 4
The following is a DFT calculation (wB97M-V/def2-TZVPD) of a molecular structure, C13H17BrOPb in a non-equilibrium geometry.

Properties
LUMO level (alpha / beta): -3.97 / -3.87 eV
Kohn-Sham gap (alpha / beta): 3.17 / 3.19 eV
molar mass: 476.382 g/mol
DFT total energy: -3347.46957 a.u.

Structure (ORCA input):
```
! wB97M-V def2-TZVPD RIJCOSX def2/J DEFGRID3
* xyz 0 1
C 0.819 1.026 -2.059
C 2.043 0.365 -1.745
C 2.046 -0.907 -2.387
H 2.829 0.762 -1.110
C 0.796 -1.053 -3.067
C 0.037 0.137 -2.855
H -0.960 0.337 -3.249
H 0.558 2.043 -1.761
H 2.849 -1.645 -2.356
H 0.506 -1.911 -3.668
Pb -0.713 0.449 0.674
Br 0.927 2.475 1.320
C -3.528 1.437 1.466
C -4.084 1.526 0.153
C -3.560 2.695 -0.473
H -4.822 0.848 -0.280
C -2.665 3.325 0.442
C -2.656 2.565 1.648
H -2.116 2.826 2.561
H -3.756 0.669 2.205
H -3.829 3.065 -1.464
H -2.111 4.247 0.260
C 2.118 -2.918 0.317
C 1.379 -2.130 1.387
C 2.215 -1.841 2.624
O 0.968 -0.956 0.755
H 3.001 -2.353 -0.002
H 1.485 -3.058 -0.564
H 2.432 -3.904 0.670
H 0.564 -2.791 1.749
H 3.141 -1.309 2.381
H 1.629 -1.228 3.311
H 2.454 -2.790 3.115
*
```

***

Record 5
The following is a DFT calculation (wB97M-V/def2-TZVPD) of a single C5H10O molecule.

Properties
LUMO level: 1.07 eV
Kohn-Sham gap: 11.13 eV
ΔE to the lowest compared entry with this formula, charge and spin: 100.9 kJ/mol
structure (SMILES): C[C@@H](O)C1CC1
molar mass: 86.134 g/mol
DFT total energy: -271.71420 a.u.

Structure (ORCA input):
```
! wB97M-V def2-TZVPD RIJCOSX def2/J DEFGRID3
* xyz 0 1
C 1.871 -0.416 0.060
C 0.489 -0.636 -0.533
O 0.347 -2.039 -0.716
C -0.637 -0.112 0.348
C -0.697 1.321 0.787
C -1.693 0.805 -0.210
H 1.910 -0.776 1.092
H 2.128 0.648 0.053
H 2.619 -0.958 -0.526
H 0.438 -0.131 -1.513
H -0.559 -2.200 -1.012
H -0.959 -0.849 1.083
H -1.036 1.524 1.799
H 0.073 2.001 0.432
H -1.566 1.134 -1.239
H -2.728 0.683 0.095
*
```

***

Record 6
The following is a DFT calculation (wB97M-V/def2-TZVPD) of a molecular structure, C42H37FN3O3PRe in a non-equilibrium geometry.

Properties
LUMO level (alpha / beta): -8.31 / -8.32 eV
Kohn-Sham gap (alpha / beta): 7.14 / 7.14 eV
ΔE to the lowest compared entry with this formula, charge and spin: 0.0 kJ/mol
molar mass: 867.955 g/mol
DFT total energy: -2531.22037 a.u.

Structure (ORCA input):
```
! wB97M-V def2-TZVPD RIJCOSX def2/J DEFGRID3
* xyz 3 1
Re 1.550 1.916 -0.891
F -1.688 -3.237 -2.649
C -1.169 -3.122 -1.435
C -0.786 -1.885 -1.003
C -0.116 -1.681 0.234
C 0.556 -0.443 0.497
O 0.381 0.469 -0.410
C 1.405 -0.375 1.565
C 1.523 -1.487 2.400
N 0.873 -2.654 2.197
C 1.139 -3.797 3.017
C 1.190 -3.623 4.505
C 0.037 -4.357 3.845
C 0.112 -2.828 1.026
C -0.386 -4.064 0.621
C -0.959 -4.278 -0.639
N -1.360 -5.548 -1.037
C -0.425 -6.653 -0.929
C -1.179 -7.908 -0.422
N -2.277 -8.202 -1.410
C -3.190 -7.038 -1.639
C -2.366 -5.811 -2.066
C 2.412 0.741 1.749
O 3.055 0.849 2.735
O 2.683 1.487 0.635
H -0.896 -1.028 -1.636
H 2.235 -1.423 3.225
H 1.880 -4.443 2.586
H 1.000 -2.641 4.923
H 1.901 -4.243 5.075
H -0.913 -3.844 3.782
H -0.013 -5.433 3.904
H -0.376 -4.903 1.266
H 0.334 -6.443 -0.190
H 0.087 -6.881 -1.873
H -1.644 -7.826 0.547
H -0.464 -8.737 -0.407
H -2.820 -9.036 -1.117
H -1.896 -8.513 -2.325
H -3.742 -6.858 -0.717
H -3.865 -7.352 -2.453
H -3.024 -4.954 -2.140
H -1.902 -5.991 -3.037
C 3.990 7.231 0.665
C 2.957 7.132 1.591
C 2.112 6.030 1.589
C 2.344 4.972 0.691
C 3.436 5.021 -0.187
C 4.274 6.141 -0.187
P 0.977 3.912 0.309
C 0.144 3.428 1.784
C 0.989 3.098 2.853
C 0.449 2.578 4.017
C -0.931 2.482 4.149
C -1.785 2.837 3.097
C -1.260 3.327 1.914
C -0.064 4.880 -0.834
C -0.503 6.201 -0.645
C -1.100 6.817 -1.744
C -1.273 6.165 -2.979
C -0.739 4.890 -3.168
C -0.141 4.271 -2.067
H 4.635 8.114 0.607
H 2.803 7.967 2.245
H 1.294 6.026 2.291
H 3.737 4.198 -0.826
H 5.059 6.182 -0.893
H 2.070 3.283 2.745
H 1.127 2.293 4.814
H -1.326 2.097 5.088
H -2.849 2.694 3.203
H -1.903 3.591 1.096
H -0.440 6.730 0.303
H -1.453 7.824 -1.631
H -1.764 6.715 -3.763
H -0.800 4.393 -4.126
C 0.490 2.956 -2.062
C -0.178 1.804 -2.781
C -1.616 1.775 -2.723
C -2.306 0.831 -3.429
C -1.645 -0.136 -4.176
C -0.250 -0.138 -4.238
C 0.490 0.859 -3.568
H -2.157 2.504 -2.135
H -3.381 0.868 -3.398
H -2.191 -0.835 -4.812
H 0.233 -0.877 -4.825
H 1.544 0.943 -3.763
*
```

***

Record 7
The following is a DFT calculation (wB97M-V/def2-TZVPD) of 2 unconnected molecules or ions with the total composition C4H12 in a non-equilibrium geometry.

Properties
LUMO level: 1.16 eV
Kohn-Sham gap: 12.79 eV
ΔE to the lowest compared entry with this formula, charge and spin: 36.4 kJ/mol
structure (SMILES): CC.CC
molar mass: 60.140 g/mol
DFT total energy: -159.57110 a.u.

Structure (ORCA input):
```
! wB97M-V def2-TZVPD RIJCOSX def2/J DEFGRID3
* xyz 0 1
C -0.994 -1.302 1.295
C -2.022 -0.141 1.267
H 0.043 -0.984 1.267
H -1.227 -2.022 2.077
H -1.108 -1.881 0.369
H -2.847 -0.343 0.602
H -1.472 0.730 0.890
H -2.250 0.152 2.289
C 1.711 -0.011 -1.339
C 1.316 1.454 -1.214
H 0.837 -0.614 -1.594
H 2.529 -0.227 -2.020
H 1.948 -0.439 -0.364
H 2.064 2.199 -1.494
H 1.015 1.643 -0.185
H 0.500 1.708 -1.896
*
```

***

Record 8
The following is a DFT calculation (wB97M-V/def2-TZVPD) of a molecular structure, C19H32BN6O3PTaTe.

Properties
LUMO level: -10.74 eV
Kohn-Sham gap: 7.09 eV
molar mass: 742.838 g/mol
DFT total energy: -1988.00262 a.u.

Structure (ORCA input):
```
! wB97M-V def2-TZVPD RIJCOSX def2/J DEFGRID3
* xyz 3 1
Ta 0.472 0.465 0.438
C -1.835 2.257 -1.981
C -0.370 2.128 -2.199
C 0.369 2.588 -3.253
C 1.696 2.180 -3.046
C 2.866 2.424 -3.923
N 1.755 1.497 -1.900
N 0.477 1.470 -1.330
B 2.928 0.638 -1.339
N 3.234 1.081 0.130
N 2.259 0.996 1.123
C 2.853 1.319 2.328
C 2.092 1.314 3.603
C 4.161 1.622 2.083
C 4.376 1.469 0.697
C 5.635 1.675 -0.056
N 2.446 -0.826 -1.307
N 1.312 -1.152 -0.578
C 1.105 -2.500 -0.730
C -0.027 -3.230 -0.100
C 2.100 -3.004 -1.533
C 2.929 -1.933 -1.884
C 4.141 -1.946 -2.737
H -2.325 2.372 -2.946
H -2.259 1.386 -1.481
H -2.072 3.143 -1.390
H 0.003 3.145 -4.100
H 2.577 3.064 -4.752
H 3.673 2.910 -3.375
H 3.247 1.487 -4.330
H 3.892 0.771 -2.007
H 1.403 0.468 3.662
H 2.783 1.250 4.441
H 1.520 2.239 3.707
H 4.902 1.916 2.808
H 6.416 2.020 0.616
H 5.964 0.744 -0.519
H 5.500 2.416 -0.843
H -0.688 -2.578 0.465
H -0.609 -3.739 -0.869
H 0.359 -3.997 0.572
H 2.222 -4.029 -1.841
H 4.333 -2.955 -3.092
H 4.015 -1.295 -3.603
H 5.015 -1.606 -2.180
C -1.588 -0.046 6.283
C -2.119 0.689 5.089
O -1.482 0.086 3.867
P -1.814 0.469 2.413
O -0.779 -0.452 1.577
Te -1.034 2.557 1.550
O -3.250 0.162 1.990
C -4.252 -0.815 2.573
C -4.943 -1.499 1.433
H -2.042 0.382 7.177
H -0.509 0.063 6.368
H -1.847 -1.103 6.244
H -1.846 1.744 5.080
H -3.195 0.578 4.970
H -4.917 -0.188 3.160
H -3.692 -1.495 3.212
H -5.464 -0.784 0.801
H -5.684 -2.182 1.851
H -4.246 -2.087 0.837
*
```

***

Record 9
The following is a DFT calculation (wB97M-V/def2-TZVPD) of a molecular structure, H18KrO9 in a non-equilibrium geometry.

Properties
LUMO level: -0.23 eV
Kohn-Sham gap: 10.19 eV
ΔE to the lowest compared entry with this formula, charge and spin: 63.6 kJ/mol
molar mass: 245.935 g/mol
DFT total energy: -3441.55676 a.u.

Structure (ORCA input):
```
! wB97M-V def2-TZVPD RIJCOSX def2/J DEFGRID3
* xyz 0 1
Kr -4.193 16.351 8.019
O -2.974 16.867 12.007
H -2.449 16.678 11.229
H -3.594 17.537 11.721
O -2.586 13.155 6.511
H -2.610 13.901 5.912
H -3.356 13.269 7.069
O -4.255 18.967 10.273
H -3.768 19.651 9.814
H -5.174 19.211 10.162
O -3.963 17.296 4.517
H -3.766 17.574 3.623
H -3.228 16.732 4.761
O -1.306 18.087 7.775
H -0.506 18.597 7.649
H -2.003 18.643 7.426
O -4.877 12.785 8.121
H -5.480 13.098 7.446
H -5.389 12.811 8.930
O -1.407 16.427 9.870
H -1.050 15.598 9.552
H -1.462 16.978 9.089
O -3.879 14.425 11.228
H -4.721 14.578 10.798
H -3.623 15.283 11.566
O -5.533 19.236 5.867
H -5.066 18.480 5.512
H -5.986 18.897 6.639
*
```

***

Record 10
The following is a DFT calculation (wB97M-V/def2-TZVPD) of a molecular structure, C20H21Cl2NNaO7P2 in a non-equilibrium geometry.

Properties
LUMO level: -5.04 eV
Kohn-Sham gap: 5.54 eV
molar mass: 543.232 g/mol
DFT total energy: -3121.42450 a.u.

Structure (ORCA input):
```
! wB97M-V def2-TZVPD RIJCOSX def2/J DEFGRID3
* xyz 1 1
C -0.415 4.851 -4.426
C -1.431 4.070 -3.587
O -1.539 2.742 -4.078
C -1.018 4.107 -2.085
C -0.246 2.874 -1.697
C 1.125 2.899 -1.943
C 1.905 1.769 -1.771
C 1.309 0.610 -1.322
C -0.052 0.586 -1.009
C -0.858 1.717 -1.174
P -2.645 1.562 -0.624
O -3.384 2.293 -1.897
O -2.709 2.806 0.454
C -0.573 -0.757 -0.539
O -1.569 -1.239 -1.012
C 0.344 -1.517 0.396
C 1.684 -1.475 0.014
C 2.630 -2.195 0.717
C 2.223 -2.965 1.786
C 0.890 -3.054 2.185
C 0.550 -3.992 3.357
Cl -0.757 -5.077 2.848
C 1.763 -4.792 3.883
C 2.568 -3.932 4.858
Cl 1.274 -6.259 4.793
C -0.067 -2.258 1.509
P -1.783 -2.072 2.113
N -2.004 -2.056 3.650
O -2.594 -3.137 1.262
O -2.311 -0.675 1.530
C 2.102 -0.639 -1.144
O 3.016 -0.940 -1.883
H 0.573 4.406 -4.249
H -0.418 5.920 -4.220
H -0.687 4.682 -5.475
H -2.409 4.534 -3.722
H -0.834 2.538 -4.694
H -1.901 4.230 -1.476
H -0.404 4.996 -1.930
H 1.595 3.813 -2.290
H 2.966 1.794 -1.985
H -4.153 1.776 -2.158
H -3.055 3.623 0.083
H 3.668 -2.164 0.414
H 2.996 -3.508 2.302
H 0.218 -3.404 4.211
H 2.377 -5.170 3.074
H 3.564 -4.358 4.984
H 2.691 -2.911 4.494
H 2.097 -3.926 5.838
H -1.173 -2.164 4.207
H -3.503 -3.206 1.586
H -2.488 -0.126 2.308
Na 0.851 4.769 -6.463
*
```

***

Record 11
The following is a DFT calculation (wB97M-V/def2-TZVPD) of 2 unconnected molecules or ions with the total composition C4H9NO in a non-equilibrium geometry.

Properties
LUMO level: 1.01 eV
Kohn-Sham gap: 10.75 eV
ΔE to the lowest compared entry with this formula, charge and spin: 195.8 kJ/mol
structure (SMILES): C=CC.NC=O
molar mass: 87.122 g/mol
DFT total energy: -287.75788 a.u.

Structure (ORCA input):
```
! wB97M-V def2-TZVPD RIJCOSX def2/J DEFGRID3
* xyz 0 1
C -1.631 0.657 -1.001
C -2.326 -0.374 -0.166
C -2.247 -0.357 1.158
H -0.812 0.250 -1.600
H -1.174 1.384 -0.333
H -2.317 1.053 -1.751
H -3.013 -1.057 -0.655
H -2.712 -1.092 1.811
H -2.084 0.532 1.757
C 1.765 -0.181 -0.269
N 1.895 -0.355 1.110
O 2.541 0.459 -0.928
H 0.965 -0.798 -0.702
H 2.798 -0.007 1.418
H 1.186 0.102 1.672
*
```

***

Record 12
The following is a DFT calculation (wB97M-V/def2-TZVPD) of a molecular structure, C5H16N3O3Tl in a non-equilibrium geometry.

Properties
LUMO level (alpha / beta): -16.68 / -16.67 eV
Kohn-Sham gap (alpha / beta): 3.34 / 3.17 eV
molar mass: 370.584 g/mol
DFT total energy: -761.13568 a.u.

Structure (ORCA input):
```
! wB97M-V def2-TZVPD RIJCOSX def2/J DEFGRID3
* xyz 3 2
Tl -0.456 -0.755 1.816
O -2.897 0.463 1.672
H -3.367 0.125 0.885
C 1.182 -1.088 -3.204
C 0.335 -0.675 -1.951
C -1.184 -0.816 -2.183
O -1.929 -0.639 -0.960
C -3.337 -0.860 -1.162
N 0.664 -1.539 -0.834
H 1.403 -0.350 -3.975
H 0.544 -1.752 -3.787
H 2.110 -1.517 -2.825
H 0.688 0.307 -1.637
H -1.377 -1.803 -2.604
H -1.558 -0.152 -2.962
H -3.587 -1.862 -1.510
H -3.668 -0.214 -1.976
H -3.906 -0.726 -0.242
H 0.699 -2.500 -1.142
H 1.603 -1.260 -0.588
C 1.826 2.032 3.463
O 0.787 1.528 3.053
N 1.978 3.098 4.157
N 2.977 1.502 3.157
H 2.836 3.463 4.544
H 1.102 3.561 4.354
H 3.637 1.734 3.885
H 2.897 0.695 2.555
*
```

***

What is the molar mass in the first record? 784.128 g/mol